(1)
Computed, not measured: 2 unconnected molecules or ions with the total composition C4H9NO2 at a distorted geometry, with the ωB97M-V functional and the def2-TZVPD basis.

The value obtained for the energy relative to the best compared isomer or geometry (same formula, charge and spin) is 676.5 kJ/mol. The frontier orbital gap (alpha / beta) comes out at 0.269 / 0.278 Eh. For the HOMO energy (alpha / beta), the calculation gives -8.564 / -8.769 eV.

Element x y z (Å)
C: -2.151 -0.069 -0.998
O: -1.017 -0.172 -0.233
C: 0.460 -1.215 0.997
C: 1.053 -0.019 0.547
N: 1.401 0.150 -0.705
O: 1.494 -1.013 -1.401
C: 0.986 1.223 1.386
H: -2.602 0.944 -1.091
H: -2.021 -0.398 -2.049
H: -2.949 -0.694 -0.588
H: 0.477 -2.096 0.374
H: 0.282 -1.358 2.063
H: 1.689 -0.729 -2.307
H: 1.494 1.080 2.345
H: -0.061 1.480 1.582
H: 1.456 2.051 0.851

---

(2)
Computed, not measured: 9 unconnected molecules or ions with the total composition C51H123N9O9 at a distorted geometry, with the ωB97M-V functional and the def2-TZVPD basis.

The value obtained for the energy relative to the best compared isomer or geometry (same formula, charge and spin) is 359.4 kJ/mol. The frontier orbital gap comes out at 0.307 Eh. For the HOMO energy, the calculation gives -7.937 eV. Its SMILES is CC1(C)CCCC(C)(C)N1O.CC1(C)CCCC(C)(C)N1O.CC1(C)CCCC(C)(C)N1O.COC[C@H](C)N.COC[C@H](C)N.COC[C@H](C)N.COC[C@H](C)N.COC[C@H](C)N.COC[C@H](C)N.

Element x y z (Å)
C: -0.652 -6.446 2.084
C: -0.328 -4.971 1.929
C: -1.754 -4.327 1.587
C: -2.766 -4.166 2.770
C: -2.014 -3.465 3.934
C: -0.681 -4.078 4.331
N: 0.157 -4.297 3.140
O: 1.475 -4.750 3.424
C: -0.031 -3.065 5.356
C: -0.939 -5.434 5.136
C: 0.680 -4.737 0.747
H: -0.774 -6.813 1.064
H: -1.523 -6.666 2.701
H: 0.213 -6.947 2.520
H: -1.562 -3.401 1.044
H: -2.386 -4.889 0.899
H: -3.138 -5.133 3.109
H: -3.659 -3.624 2.458
H: -2.675 -3.169 4.749
H: -1.852 -2.507 3.441
H: -0.519 -3.036 6.330
H: 1.015 -3.352 5.463
H: 0.068 -2.047 4.981
H: -0.078 -6.100 5.189
H: -1.154 -5.236 6.186
H: -1.712 -6.097 4.748
H: 0.892 -3.692 0.518
H: 0.162 -5.191 -0.098
H: 1.617 -5.277 0.884
H: 2.072 -4.173 2.942
C: -1.097 5.715 -6.363
C: -0.373 4.758 -5.401
C: -0.687 5.296 -3.998
C: -0.335 4.380 -2.778
C: -1.067 2.969 -3.000
C: -0.846 2.346 -4.438
N: -0.988 3.384 -5.479
O: -1.090 2.854 -6.781
C: 0.489 1.649 -4.470
C: -1.979 1.344 -4.587
C: 1.138 4.822 -5.673
H: -0.810 6.758 -6.228
H: -2.178 5.599 -6.287
H: -0.838 5.523 -7.404
H: -0.174 6.256 -3.947
H: -1.747 5.549 -4.016
H: -0.591 4.905 -1.858
H: 0.752 4.337 -2.699
H: -2.129 3.085 -2.781
H: -0.690 2.289 -2.237
H: 1.290 2.386 -4.417
H: 0.684 0.857 -3.746
H: 0.725 1.237 -5.451
H: -2.061 0.861 -5.560
H: -1.834 0.596 -3.807
H: -2.923 1.841 -4.363
H: 1.738 4.383 -4.876
H: 1.469 5.859 -5.617
H: 1.358 4.317 -6.613
H: -0.175 2.652 -6.989
C: -3.959 0.902 -1.094
C: -5.121 1.772 -0.524
C: -6.321 0.745 -0.564
C: -6.491 -0.236 0.528
C: -6.611 0.642 1.822
C: -5.284 1.412 2.030
N: -4.936 2.170 0.848
O: -3.819 2.998 1.060
C: -5.494 2.433 3.209
C: -4.138 0.490 2.351
C: -5.348 2.953 -1.482
H: -4.107 0.697 -2.155
H: -3.937 -0.121 -0.719
H: -2.988 1.389 -1.003
H: -7.226 1.308 -0.792
H: -6.197 0.065 -1.407
H: -5.650 -0.906 0.709
H: -7.391 -0.841 0.425
H: -6.775 -0.128 2.575
H: -7.550 1.188 1.728
H: -5.940 1.903 4.051
H: -4.523 2.799 3.543
H: -6.065 3.290 2.851
H: -3.877 -0.268 1.612
H: -3.189 0.989 2.543
H: -4.429 -0.023 3.269
H: -5.733 2.696 -2.469
H: -4.432 3.499 -1.707
H: -6.041 3.662 -1.030
H: -4.212 3.801 1.412
C: 3.648 -3.189 -1.260
C: 3.948 -1.679 -1.409
C: 3.858 -1.368 -2.958
O: 4.353 -0.010 -3.233
C: 4.228 0.303 -4.613
N: 3.073 -0.783 -0.692
H: 3.858 -3.564 -0.259
H: 4.413 -3.709 -1.835
H: 2.610 -3.479 -1.427
H: 4.976 -1.588 -1.060
H: 2.796 -1.422 -3.197
H: 4.336 -2.120 -3.586
H: 5.048 0.991 -4.816
H: 3.280 0.827 -4.740
H: 4.311 -0.557 -5.277
H: 3.231 0.156 -1.030
H: 2.168 -0.989 -1.092
C: 5.365 -3.209 3.006
C: 4.625 -1.911 2.658
C: 5.419 -0.797 1.869
O: 6.531 -0.452 2.700
C: 7.480 0.331 2.047
N: 3.336 -2.257 2.073
H: 4.887 -3.786 3.797
H: 6.380 -3.017 3.355
H: 5.532 -3.825 2.122
H: 4.336 -1.505 3.628
H: 4.878 0.121 1.637
H: 5.830 -1.218 0.952
H: 8.166 0.817 2.740
H: 6.980 1.140 1.515
H: 8.214 -0.194 1.436
H: 3.549 -2.079 1.102
H: 2.630 -1.557 2.251
C: 1.486 1.390 6.617
C: -0.027 1.583 6.675
C: -0.751 0.234 7.105
O: -2.153 0.509 7.366
C: -2.918 0.724 6.195
N: -0.328 2.664 7.669
H: 1.994 2.351 6.542
H: 1.880 0.917 5.717
H: 1.843 0.775 7.444
H: -0.464 1.887 5.724
H: -0.253 -0.033 8.037
H: -0.758 -0.619 6.425
H: -2.627 1.659 5.718
H: -3.924 0.757 6.613
H: -2.922 -0.158 5.555
H: -1.317 2.868 7.706
H: 0.090 3.504 7.296
C: 1.571 -3.962 -5.328
C: 0.236 -3.313 -5.489
C: 0.241 -2.324 -6.636
O: -1.133 -1.921 -6.857
C: -1.215 -1.129 -7.979
N: -0.664 -4.393 -5.639
H: 1.665 -4.787 -6.034
H: 1.588 -4.453 -4.355
H: 2.470 -3.352 -5.241
H: 0.048 -2.871 -4.511
H: 0.752 -2.620 -7.552
H: 0.764 -1.435 -6.285
H: -1.079 -1.694 -8.901
H: -0.610 -0.227 -7.889
H: -2.238 -0.753 -7.986
H: -0.523 -4.624 -6.612
H: -1.629 -4.094 -5.626
C: 1.868 5.607 1.175
C: 2.146 4.138 1.358
C: 3.227 3.526 0.445
O: 2.881 3.263 -0.891
C: 3.694 2.426 -1.725
N: 2.684 3.924 2.664
H: 1.649 5.785 0.122
H: 2.711 6.236 1.464
H: 1.016 5.905 1.785
H: 1.165 3.664 1.350
H: 3.524 2.591 0.920
H: 4.104 4.171 0.507
H: 3.000 1.933 -2.407
H: 4.255 1.680 -1.162
H: 4.370 3.106 -2.243
H: 2.825 2.953 2.901
H: 3.637 4.259 2.627
C: -0.077 0.211 3.132
C: 0.524 -0.357 1.868
C: -0.552 -0.383 0.707
O: 0.138 -0.991 -0.419
C: -0.755 -1.365 -1.483
N: 1.483 0.603 1.471
H: -0.885 -0.407 3.524
H: -0.600 1.144 2.923
H: 0.600 0.235 3.986
H: 0.896 -1.352 2.111
H: -0.951 0.600 0.458
H: -1.416 -1.000 0.958
H: -1.416 -2.195 -1.234
H: -0.155 -1.550 -2.374
H: -1.404 -0.504 -1.636
H: 1.067 1.483 1.200
H: 1.980 0.177 0.702

---

(3)
Computed, not measured: 2 unconnected molecules or ions with the total composition ClH4N2OP at a distorted geometry, with the ωB97M-V functional and the def2-TZVPD basis.

The value obtained for the energy relative to the best compared isomer or geometry (same formula, charge and spin) is 416.3 kJ/mol. The frontier orbital gap comes out at 0.362 Eh. For the HOMO energy, the calculation gives -9.850 eV. Its SMILES is [H]/N=P/N.OCl.

Element x y z (Å)
N: -0.250 1.514 0.637
N: 1.213 -0.403 0.136
O: -0.520 -1.786 -1.506
P: 1.114 0.695 1.249
Cl: -1.887 -0.963 -1.104
H: -1.068 1.184 0.061
H: -0.590 2.377 0.971
H: 0.065 -1.549 -0.759
H: 1.923 -1.068 0.315